{"formula": "C49H128F3N17O13P4S", "method": "wB97M-V/def2-TZVPD", "energy_ha": -5915.77876, "largest_force_ev_per_a": 4.38, "gap_ev": 7.253, "lumo_energy_ha": -0.020, "symbols": ["C", "O", "C", "C", "N", "H", "H", "C", "C", "O", "C", "H", "H", "H", "H", "H", "H", "H", "H", "H", "H", "H", "H", "H", "H", "C", "F", "F", "F", "S", "O", "O", "O", "C", "O", "N", "C", "C", "H", "H", "H", "H", "H", "H", "H", "C", "O", "N", "C", "C", "H", "H", "H", "H", "H", "H", "H", "C", "O", "N", "C", "C", "H", "H", "H", "H", "H", "H", "H", "O", "P", "N", "C", "C", "N", "C", "C", "N", "C", "C", "H", "H", "H", "H", "H", "H", "H", "H", "H", "H", "H", "H", "H", "H", "H", "H", "H", "H", "O", "P", "N", "C", "C", "N", "C", "C", "N", "C", "C", "H", "H", "H", "H", "H", "H", "H", "H", "H", "H", "H", "H", "H", "H", "H", "H", "H", "H", "O", "P", "N", "C", "C", "N", "C", "C", "N", "C", "C", "H", "H", "H", "H", "H", "H", "H", "H", "H", "H", "H", "H", "H", "H", "H", "H", "H", "H", "O", "P", "N", "C", "C", "N", "C", "C", "N", "C", "C", "H", "H", "H", "H", "H", "H", "H", "H", "H", "H", "H", "H", "H", "H", "H", "H", "H", "H", "C", "C", "C", "C", "C", "C", "N", "O", "C", "C", "C", "H", "H", "H", "H", "H", "H", "H", "H", "H", "H", "H", "H", "H", "H", "H", "H", "H", "H", "H"], "xyz": [[-3.301, -7.969, -5.583], [-4.295, -7.072, -5.232], [-4.547, -6.960, -3.875], [-5.757, -5.968, -3.594], [-5.813, -4.921, -4.741], [-4.935, -4.423, -4.712], [-5.818, -5.401, -5.629], [-7.011, -3.946, -4.578], [-8.383, -4.627, -4.704], [-8.249, -5.663, -5.702], [-9.481, -6.385, -5.990], [-3.308, -8.088, -6.666], [-3.410, -8.935, -5.090], [-2.315, -7.565, -5.352], [-3.644, -6.673, -3.336], [-4.800, -7.945, -3.483], [-5.656, -5.469, -2.631], [-6.732, -6.446, -3.685], [-6.830, -3.203, -5.355], [-6.916, -3.399, -3.640], [-9.089, -3.822, -4.907], [-8.655, -4.987, -3.711], [-9.847, -6.758, -5.033], [-9.399, -7.136, -6.776], [-10.226, -5.659, -6.315], [-0.619, 0.039, -0.708], [0.543, -0.564, -0.748], [-0.683, 0.511, 0.548], [-0.618, 1.103, -1.603], [-2.063, -1.215, -1.027], [-3.273, -0.339, -1.188], [-1.711, -1.938, -2.304], [-2.225, -2.096, 0.128], [8.333, -1.886, -2.351], [8.783, -2.454, -3.353], [7.410, -0.871, -2.411], [7.140, -0.140, -1.254], [6.652, -0.438, -3.579], [8.604, -2.039, -1.295], [7.871, 0.652, -1.093], [7.257, -0.710, -0.332], [6.209, 0.402, -1.090], [7.075, 0.342, -4.211], [6.410, -1.331, -4.155], [5.681, -0.066, -3.252], [-8.314, -1.773, 2.542], [-8.883, -2.614, 1.782], [-8.895, -1.344, 3.675], [-8.134, -0.608, 4.683], [-10.267, -1.586, 4.096], [-7.263, -1.468, 2.426], [-8.336, -1.040, 5.663], [-8.329, 0.458, 4.566], [-7.083, -0.764, 4.438], [-10.822, -2.370, 3.581], [-10.340, -1.806, 5.162], [-10.859, -0.677, 3.991], [1.434, 8.889, 2.095], [2.383, 9.631, 1.972], [1.614, 7.567, 2.444], [0.480, 6.625, 2.588], [2.954, 7.005, 2.723], [0.399, 9.133, 1.809], [-0.228, 7.063, 3.292], [0.792, 5.665, 2.997], [0.059, 6.229, 1.664], [3.124, 6.797, 3.780], [2.992, 5.996, 2.313], [3.833, 7.427, 2.237], [2.642, -9.588, -0.729], [2.953, -8.855, 0.556], [4.383, -9.422, 1.216], [5.505, -9.796, 0.368], [4.593, -9.787, 2.661], [1.709, -8.902, 1.678], [1.344, -10.181, 2.308], [0.792, -7.791, 1.904], [3.348, -7.163, 0.479], [2.823, -6.418, -0.655], [3.880, -6.391, 1.560], [6.286, -10.342, 0.898], [6.025, -8.937, -0.056], [5.198, -10.418, -0.473], [5.616, -10.124, 2.825], [4.066, -10.669, 3.026], [4.489, -8.957, 3.359], [2.169, -10.885, 2.201], [1.107, -10.096, 3.369], [0.459, -10.531, 1.777], [-0.065, -8.048, 1.280], [0.458, -7.830, 2.941], [1.224, -6.843, 1.582], [3.375, -5.503, -0.865], [3.036, -6.958, -1.578], [1.765, -6.160, -0.600], [4.914, -6.668, 1.763], [3.273, -6.483, 2.461], [3.961, -5.334, 1.308], [7.541, 2.509, 4.119], [7.453, 1.726, 5.369], [5.840, 1.111, 5.542], [5.359, 0.172, 4.597], [4.781, 2.059, 5.891], [7.706, 2.680, 6.689], [7.403, 2.271, 8.034], [8.476, 3.901, 6.552], [8.460, 0.236, 5.498], [9.532, -0.081, 4.473], [8.335, -0.589, 6.666], [6.039, -0.668, 4.455], [5.080, 0.556, 3.616], [4.535, -0.361, 5.072], [5.333, 2.933, 6.238], [4.292, 1.632, 6.767], [4.155, 2.311, 5.036], [7.240, 3.084, 8.742], [6.484, 1.685, 8.038], [8.298, 1.778, 8.413], [8.856, 4.132, 7.546], [9.321, 3.691, 5.897], [7.894, 4.778, 6.268], [9.197, -0.967, 3.935], [9.686, 0.714, 3.743], [10.518, -0.269, 4.898], [9.147, -0.295, 7.331], [8.491, -1.661, 6.543], [7.360, -0.421, 7.122], [-2.004, -3.091, 9.964], [-1.989, -2.791, 8.552], [-3.256, -3.487, 7.671], [-4.473, -3.941, 8.315], [-3.145, -3.718, 6.256], [-0.591, -3.449, 7.751], [0.641, -2.745, 7.988], [-0.484, -4.883, 7.797], [-1.949, -1.133, 8.100], [-1.852, -0.594, 6.693], [-2.376, -0.133, 9.044], [-4.615, -5.020, 8.245], [-5.250, -3.538, 7.666], [-4.654, -3.630, 9.344], [-3.697, -2.963, 5.696], [-3.596, -4.665, 5.959], [-2.164, -3.452, 5.861], [1.494, -3.037, 7.375], [0.425, -1.694, 7.795], [0.950, -2.791, 9.032], [-0.443, -5.227, 8.830], [-1.426, -5.269, 7.407], [0.383, -5.207, 7.221], [-2.148, 0.453, 6.624], [-0.795, -0.670, 6.437], [-2.396, -1.197, 5.966], [-3.347, 0.228, 8.704], [-1.622, 0.652, 9.097], [-2.594, -0.542, 10.031], [2.116, 8.034, -7.337], [3.280, 7.228, -6.912], [3.520, 7.119, -5.219], [2.566, 6.352, -4.485], [4.123, 8.183, -4.433], [4.781, 7.920, -7.466], [4.826, 9.020, -8.362], [6.120, 7.419, -7.161], [3.412, 5.677, -7.471], [4.321, 4.643, -7.017], [2.386, 5.262, -8.473], [3.156, 5.879, -3.700], [2.126, 5.601, -5.141], [1.869, 7.048, -4.018], [4.797, 7.697, -3.728], [3.397, 8.609, -3.741], [4.674, 8.910, -5.030], [4.674, 10.032, -7.988], [5.745, 9.069, -8.945], [3.972, 8.973, -9.038], [6.243, 7.141, -6.114], [6.424, 6.603, -7.817], [6.900, 8.129, -7.433], [3.711, 3.783, -6.740], [5.080, 4.420, -7.767], [4.750, 4.922, -6.055], [1.368, 5.532, -8.191], [2.416, 4.181, -8.613], [2.640, 5.796, -9.388], [-8.166, 4.942, -6.698], [-7.403, 4.945, -5.353], [-6.199, 4.065, -5.572], [-5.015, 4.769, -6.305], [-4.536, 5.856, -5.392], [-5.687, 6.921, -5.220], [-7.005, 6.280, -4.851], [-7.962, 7.222, -4.679], [-5.258, 7.901, -4.088], [-5.887, 7.735, -6.542], [-8.245, 4.191, -4.292], [-9.054, 5.573, -6.659], [-8.566, 3.987, -7.039], [-7.584, 5.345, -7.527], [-5.794, 3.673, -4.639], [-6.481, 3.124, -6.043], [-5.309, 5.141, -7.287], [-4.173, 4.100, -6.483], [-3.641, 6.430, -5.633], [-4.315, 5.445, -4.407], [-6.059, 8.594, -3.830], [-5.215, 7.302, -3.178], [-4.267, 8.355, -4.093], [-6.502, 7.221, -7.281], [-6.164, 8.787, -6.486], [-4.886, 7.823, -6.963], [-8.669, 3.261, -4.668], [-9.143, 4.710, -3.957], [-7.839, 4.032, -3.293], [-8.201, 7.078, -3.761]], "lowdin_charge": [-0.10, -0.20, -0.19, -0.02, 0.08, 0.17, 0.15, -0.06, -0.19, -0.21, -0.05, 0.10, 0.10, 0.10, 0.13, 0.13, 0.14, 0.12, 0.13, 0.14, 0.13, 0.12, 0.09, 0.09, 0.09, -0.63, 0.13, 0.10, 0.07, 0.52, -0.41, -0.41, -0.37, -0.30, 0.00, -0.20, -0.12, -0.04, 0.13, 0.09, 0.08, 0.09, 0.09, 0.09, 0.08, -0.29, -0.06, -0.20, -0.05, -0.05, 0.14, 0.09, 0.09, 0.08, 0.09, 0.08, 0.09, -0.34, 0.01, -0.18, -0.06, -0.05, 0.13, 0.08, 0.08, 0.08, 0.08, 0.07, 0.09, -0.32, 0.58, -0.29, -0.12, -0.10, -0.32, -0.10, -0.09, -0.32, -0.13, -0.13, 0.07, 0.08, 0.07, 0.07, 0.06, 0.07, 0.06, 0.08, 0.08, 0.08, 0.08, 0.07, 0.08, 0.07, 0.07, 0.07, 0.07, 0.08, -0.29, 0.61, -0.33, -0.16, -0.11, -0.34, -0.12, -0.10, -0.29, -0.09, -0.16, 0.07, 0.09, 0.08, 0.07, 0.08, 0.09, 0.09, 0.07, 0.08, 0.08, 0.08, 0.09, 0.07, 0.07, 0.07, 0.07, 0.08, 0.07, -0.26, 0.57, -0.32, -0.11, -0.15, -0.32, -0.14, -0.12, -0.31, -0.06, -0.14, 0.08, 0.07, 0.08, 0.07, 0.09, 0.08, 0.08, 0.05, 0.08, 0.08, 0.06, 0.09, 0.08, 0.07, 0.06, 0.08, 0.08, 0.07, -0.28, 0.57, -0.34, -0.13, -0.11, -0.30, -0.16, -0.12, -0.32, -0.12, -0.09, 0.08, 0.08, 0.08, 0.08, 0.08, 0.08, 0.07, 0.08, 0.07, 0.07, 0.07, 0.07, 0.08, 0.08, 0.07, 0.07, 0.08, 0.08, -0.04, -0.49, -0.15, -0.17, -0.15, -0.44, -0.14, 0.00, -0.04, -0.03, -0.05, 0.08, 0.08, 0.07, 0.12, 0.12, 0.10, 0.11, 0.12, 0.12, 0.07, 0.07, 0.08, 0.06, 0.08, 0.08, 0.08, 0.07, 0.08, 0.11]}